Record 1
C5H8N2 | ωB97M-V with the def2-TZVPD basis set

Summary:
energy above the lowest of the compared OMol25 structures with the same formula, charge and spin	581.4	kJ/mol
total energy	-304.6140	Ha
lowest unoccupied orbital energy (alpha / beta)	0.027 / -0.053	hartree

XYZ file:
```
15
Properties=species:S:1:pos:R:3:forces:R:3:lowdin_charge:R:1
C 0.49928 0.18928 -2.05309 0.3 0.1 0.0 -0.041
C -0.67627 0.58274 -1.18687 -0.1 -1.1 -0.9 -0.326
C -1.26632 -0.33036 -0.13981 -0.4 -0.5 -0.4 -0.260
C -0.53074 -1.41823 0.45664 1.4 -1.6 1.6 -0.185
N 0.14524 -2.04933 1.17434 -1.6 0.6 -2.0 0.165
N -0.47228 0.82394 0.18149 -0.7 1.9 -0.2 0.158
C 0.91308 0.27475 2.52625 0.4 0.5 0.3 0.045
H 1.06732 -0.61889 -1.58032 -0.1 0.1 -0.1 0.079
H 0.16956 -0.14388 -3.04301 0.0 0.1 0.2 0.082
H 1.17329 1.04348 -2.18108 -0.1 -0.1 0.0 0.082
H -1.44304 1.18824 -1.69154 0.2 -0.1 0.3 0.151
H -2.35618 -0.38468 -0.04319 0.4 0.3 0.2 0.147
H 0.68384 0.99311 1.73754 0.4 -0.4 0.9 -0.046
H 0.55587 0.42850 3.53911 0.1 -0.1 -0.2 -0.017
H 1.53734 -0.57868 2.30354 0.0 0.2 0.2 -0.034
```
Forces are in eV/Å.

Record 2
C35H54F2O3 | ωB97M-V with the def2-TZVPD basis set

Summary:
total energy	-1791.0560	Ha
lowest unoccupied orbital energy	0.015	hartree
structure (SMILES)	CCCCCCCCCCCCCCCCCCCC[C@H]1COC(=O)O1.Fc1ccccc1.Fc1ccccc1

XYZ file:
```
94
Properties=species:S:1:pos:R:3:forces:R:3:lowdin_charge:R:1
C -0.84899 2.93210 2.71429 0.1 0.1 -1.3 -0.140
C -2.35358 3.51429 3.00746 0.1 0.4 0.5 -0.251
C -3.02176 3.03319 4.42502 -0.7 0.2 0.2 -0.228
C -2.64171 1.50874 4.89277 0.4 -0.3 0.6 -0.226
C -3.10078 0.32632 3.85344 0.0 -0.2 0.4 -0.218
C -4.52754 0.59468 3.09053 0.0 -0.2 -0.4 -0.215
C -4.80783 -0.51435 1.87762 0.0 1.1 -0.1 -0.214
C -3.56250 -0.58714 0.79868 -0.1 -0.3 -0.4 -0.223
C -4.15793 -0.73921 -0.75569 0.1 0.4 1.3 -0.211
C -4.50023 0.81231 -1.23584 -0.4 -0.6 0.7 -0.215
C -3.19372 1.59140 -1.89407 -0.2 -0.7 0.3 -0.192
C -2.56679 2.75591 -0.90474 -0.8 -0.2 0.2 -0.227
C -2.18283 4.15674 -1.66487 -1.2 0.1 0.5 -0.220
C -1.74605 5.23381 -0.50961 -0.6 -0.3 0.2 -0.209
C -0.13153 5.43040 -0.31110 -0.6 -0.1 1.1 -0.218
C 0.79869 4.21762 -0.90258 0.9 1.6 -0.9 -0.211
C 2.34074 4.48052 -0.35608 0.5 0.0 0.4 -0.216
C 2.63680 3.83540 1.12992 0.7 0.3 0.0 -0.216
C 2.47246 2.20598 1.21188 0.0 0.0 0.3 -0.203
C 3.90971 1.37969 1.18666 -1.2 -1.5 0.6 -0.136
C 3.48279 -0.22106 0.95918 -0.1 2.4 -1.8 -0.253
C 4.73913 -1.30666 0.94363 -3.0 0.2 -1.5 -0.079
O 4.47823 -2.10962 2.15741 -3.4 1.9 0.8 -0.048
C 3.12540 -1.77092 2.67920 -3.5 -0.8 4.1 -0.234
O 2.46127 -2.30976 3.72708 5.3 3.2 -7.3 -0.003
O 2.44463 -0.64844 1.95397 5.0 -3.3 0.5 -0.023
H -0.50231 3.39514 1.66997 -0.7 -1.0 2.2 0.049
H -0.03069 3.26678 3.49184 -1.8 -0.7 -1.3 0.090
H -0.80600 1.75646 2.55068 -0.2 2.5 0.6 0.078
H -2.25919 4.70391 3.04407 -0.3 -2.6 -0.2 0.116
H -3.11738 3.25459 2.15075 1.8 0.4 1.5 0.077
H -2.76373 3.84923 5.24881 -0.3 -2.0 -1.5 0.113
H -4.20677 3.08462 4.30729 2.5 -0.1 0.2 0.107
H -1.46532 1.39892 5.05056 -2.5 0.4 -0.4 0.112
H -3.11208 1.24165 5.95596 0.9 0.9 -2.3 0.114
H -3.25511 -0.66158 4.50484 0.5 2.0 -1.5 0.123
H -2.19001 0.13596 3.12731 -2.1 0.3 1.2 0.092
H -5.39307 0.56448 3.90492 1.8 0.0 -1.8 0.122
H -4.58927 1.66432 2.56496 0.3 -2.3 1.2 0.096
H -5.73554 -0.06708 1.27423 1.8 -1.3 1.4 0.108
H -5.04492 -1.59287 2.31674 0.4 2.4 -1.0 0.120
H -2.92807 0.42179 0.77900 -1.2 -2.2 0.4 0.102
H -2.89648 -1.51909 1.09361 -1.1 2.1 -0.7 0.113
H -5.12000 -1.40832 -0.65133 1.8 1.4 -0.5 0.105
H -3.37557 -1.28163 -1.44598 -1.6 1.2 1.2 0.104
H -4.84654 1.37155 -0.24020 0.7 -1.1 -2.2 0.098
H -5.44166 0.79044 -1.93661 2.0 0.2 1.1 0.105
H -2.38800 0.73241 -2.08922 -1.6 2.1 0.1 0.115
H -3.56551 2.06660 -2.90200 1.0 -0.9 1.9 0.108
H -1.68735 2.32502 -0.22195 -1.7 1.0 -1.7 0.103
H -3.43375 3.02772 -0.13052 1.9 -0.5 -1.7 0.101
H -1.43795 4.05249 -2.56086 -1.2 0.1 1.9 0.109
H -3.19968 4.56951 -2.13499 2.2 -1.0 0.9 0.119
H -2.33550 6.23643 -0.74470 1.6 -1.9 0.6 0.115
H -2.19608 4.83162 0.52013 0.9 0.9 -2.3 0.086
H 0.05419 5.47975 0.86712 -0.3 0.0 -2.5 0.104
H 0.15763 6.48893 -0.72164 -0.2 -2.2 0.5 0.114
H 0.39859 3.13462 -0.69217 0.8 2.3 -0.2 0.093
H 0.85313 4.38523 -2.08332 -0.2 -0.6 2.5 0.117
H 3.16126 4.08849 -1.12179 -1.9 0.6 1.6 0.113
H 2.55653 5.64749 -0.25245 -0.7 -2.4 -0.4 0.117
H 1.98605 4.41121 1.94563 1.2 -1.5 -1.8 0.106
H 3.76701 4.07129 1.42907 -2.4 -0.4 -0.7 0.115
H 1.81435 1.76296 0.32830 1.3 1.1 1.8 0.112
H 1.90630 1.96827 2.21618 1.2 0.2 -2.1 0.108
H 4.59292 1.67546 0.27962 -1.3 -0.4 1.9 0.128
H 4.46468 1.41077 2.22047 -0.9 0.4 -2.1 0.130
H 2.91086 -0.13662 -0.08491 1.3 -0.8 2.2 0.158
H 5.79609 -0.79605 0.81225 -2.2 -1.3 0.9 0.155
H 4.43009 -2.00755 0.03203 1.4 1.3 1.9 0.147
F 2.86974 -7.01485 -2.13638 0.0 -0.3 -0.2 0.048
C 2.76623 -6.26946 -1.02809 -0.1 0.8 1.1 -0.287
C 1.82303 -5.24904 -0.97545 0.0 -0.1 -0.1 -0.016
C 1.71141 -4.47602 0.18022 0.4 -0.3 0.1 -0.070
C 2.55263 -4.72531 1.26741 0.0 0.1 0.0 -0.091
C 3.49962 -5.74853 1.20297 -0.3 0.1 -0.3 -0.071
C 3.60334 -6.52849 0.05147 0.0 0.0 -0.1 -0.017
H 1.18393 -5.06463 -1.83277 0.1 -0.1 0.1 0.109
H 0.97191 -3.68093 0.23430 0.1 -0.1 0.0 0.108
H 2.46825 -4.11923 2.16692 0.0 -0.3 -0.2 0.077
H 4.15604 -5.93801 2.04885 -0.1 0.0 -0.2 0.110
H 4.32776 -7.33364 -0.01232 -0.1 0.1 0.0 0.115
F 1.79896 -3.97112 -4.23915 -0.1 0.2 0.3 0.057
C 2.10508 -4.70691 -5.31596 0.3 -0.7 -1.0 -0.285
C 2.80664 -5.89666 -5.15476 0.0 0.0 0.1 -0.010
C 3.12111 -6.66566 -6.27517 -0.2 0.4 -0.2 -0.077
C 2.73958 -6.23031 -7.54666 0.0 0.0 0.1 -0.100
C 2.04011 -5.03215 -7.69858 0.2 -0.2 0.3 -0.087
C 1.71610 -4.26912 -6.57705 0.0 0.1 0.1 -0.021
H 3.10194 -6.21466 -4.16022 -0.1 0.1 -0.2 0.095
H 3.66251 -7.60127 -6.15908 -0.1 0.2 0.0 0.106
H 2.98897 -6.82819 -8.42068 -0.1 0.1 0.2 0.100
H 1.74782 -4.69329 -8.68956 0.0 0.0 0.2 0.104
H 1.16506 -3.33977 -6.67609 0.1 -0.1 0.0 0.114
```
Forces are in eV/Å.

Record 3
C48H44Cl2N10O4PW | ωB97M-V with the def2-TZVPD basis set

Summary:
net charge	-1
energy above the lowest of the compared OMol25 structures with the same formula, charge and spin	0.0	kJ/mol
total energy	-4033.1790	Ha
lowest unoccupied orbital energy	0.076	hartree

XYZ file:
```
110
Properties=species:S:1:pos:R:3:forces:R:3:lowdin_charge:R:1
W -0.39593 0.24365 -0.03966 -0.1 0.6 -0.1 1.845
Cl 0.22317 6.81797 -2.59987 0.0 0.0 0.0 0.632
C 0.04230 5.08751 -2.49004 0.0 0.0 0.0 -0.695
C -0.55561 4.56218 -1.35190 0.0 0.0 0.1 -0.039
C -0.67740 3.18189 -1.21152 0.0 0.1 0.0 -0.215
N -1.07956 2.48891 -0.07953 0.1 -0.2 0.1 0.008
C -1.49789 3.12011 1.00783 0.0 -0.1 0.0 -0.469
O -1.85412 4.28835 1.16359 -0.1 0.1 0.0 0.029
C -1.41067 2.23793 2.22583 -0.1 0.2 0.0 -0.166
C -1.83688 2.72184 3.45039 -0.1 0.1 0.0 0.010
C -1.64540 1.94998 4.57995 0.0 0.0 0.0 -0.053
C -1.01714 0.72399 4.43930 0.0 -0.1 0.0 -0.053
C -0.63279 0.30994 3.17766 0.0 -0.1 0.1 -0.137
N -0.83191 1.04515 2.08621 0.1 0.2 0.1 0.015
C -0.25842 2.35133 -2.25771 0.1 -0.2 -0.1 -0.233
C 0.34458 2.88118 -3.38329 0.0 0.1 0.0 -0.044
C 0.50724 4.25767 -3.49554 0.0 0.0 0.0 -0.694
Cl 1.29612 4.89272 -4.90847 0.0 0.0 0.0 0.634
N -0.47500 0.97587 -2.05054 -0.4 0.1 -0.1 -0.059
C -0.96025 0.24027 -3.08911 0.2 0.0 0.0 -0.471
O -1.09883 0.60749 -4.24777 -0.1 0.0 0.0 0.044
C -1.30676 -1.11375 -2.60476 0.0 0.0 0.1 -0.233
C -1.90735 -2.00355 -3.39458 -0.1 -0.1 0.0 -0.013
C -2.37887 -3.33761 -2.90006 0.1 0.0 0.0 -0.182
C -1.81194 -3.57050 -1.52744 0.0 0.0 -0.1 -0.080
C -1.18090 -2.62359 -0.82654 -0.1 0.0 0.0 -0.187
N -0.94746 -1.32056 -1.26872 0.4 0.0 -0.2 -0.138
H -0.89792 5.21573 -0.56708 0.0 0.0 0.0 0.096
H -2.29000 3.70272 3.46527 0.0 0.0 0.0 0.118
H -1.96787 2.30050 5.55260 0.0 0.0 0.0 0.106
H -0.82343 0.08405 5.28922 0.0 0.0 0.0 0.103
H -0.15157 -0.63462 3.00739 0.0 0.0 0.0 0.061
H 0.68401 2.23481 -4.17669 0.0 0.0 0.0 0.110
H -2.07312 -1.70598 -4.42324 0.0 0.0 0.0 0.115
H -2.07905 -4.13596 -3.58994 0.1 0.0 0.0 0.103
H -1.89256 -4.55606 -1.08244 0.0 0.0 0.0 0.093
H -0.80076 -2.85317 0.15580 0.0 0.0 -0.1 0.074
N -2.55535 -1.82896 2.11869 -0.1 0.0 0.1 0.078
C -3.73585 -0.98525 1.95906 0.1 0.1 0.1 -0.303
C -5.05835 -1.75173 1.91010 -0.1 -0.1 0.0 -0.157
C -5.13482 -2.79408 0.77955 0.0 0.0 0.0 -0.167
C -6.42548 -2.70688 -0.03751 0.0 0.1 0.0 -0.212
N -6.45015 -1.55983 -0.93199 0.0 0.0 0.0 0.036
C -5.70389 -1.63943 -2.11275 0.0 0.2 0.0 -0.570
N -5.11038 -0.45310 -2.46482 -0.1 -0.1 0.0 0.158
N -5.59797 -2.67019 -2.87261 -0.1 0.0 0.0 0.091
C -3.62236 -0.04808 0.74590 -0.1 0.0 -0.2 -0.551
O -4.65885 0.44488 0.30306 0.0 0.1 0.1 0.018
O -2.47280 0.19482 0.24827 0.2 -0.3 0.0 -0.161
H -2.46348 -2.45773 1.32643 0.0 0.1 0.0 0.051
H -2.66860 -2.40572 2.94494 0.0 0.0 0.0 0.084
H -3.77178 -0.30462 2.82098 0.0 0.0 0.0 0.145
H -5.86711 -1.02614 1.81013 0.0 0.0 0.0 0.108
H -5.19374 -2.24572 2.87773 0.0 0.0 0.0 0.108
H -5.03939 -3.80316 1.18971 0.0 0.0 0.0 0.108
H -4.29577 -2.67683 0.08241 0.0 0.0 0.0 0.104
H -7.28856 -2.64204 0.63147 0.0 0.0 0.0 0.112
H -6.55606 -3.61467 -0.62422 0.0 0.0 0.0 0.096
H -6.25174 -0.69803 -0.43404 0.0 0.0 0.0 0.091
H -4.81585 0.15519 -1.71112 0.0 0.0 0.0 0.064
H -4.46497 -0.53044 -3.23416 0.0 0.0 0.0 0.087
H -6.18533 -3.42431 -2.53681 0.0 0.0 0.0 0.020
H -3.47492 -3.35448 -2.89068 0.0 0.0 0.0 0.063
N 1.25032 1.27212 -0.13098 -0.1 -0.4 -0.2 -0.337
P 2.78730 1.21041 -0.03376 0.1 0.0 0.1 0.806
C 3.61111 0.49508 -1.48501 -0.1 0.0 0.0 -0.269
C 4.96968 0.68337 -1.73121 0.0 0.0 0.1 -0.082
C 5.55406 0.13840 -2.86389 0.0 0.0 0.0 -0.085
C 4.78036 -0.58035 -3.76716 0.0 0.0 0.0 -0.086
C 3.42263 -0.75058 -3.53972 0.0 0.0 0.0 -0.064
C 2.83871 -0.21329 -2.40024 0.0 0.1 0.0 -0.080
C 3.39873 0.32140 1.42781 0.1 0.0 0.0 -0.289
C 4.26566 -0.76417 1.38385 0.0 0.1 0.0 -0.079
C 4.59800 -1.44014 2.55102 0.0 0.0 0.0 -0.082
C 4.05930 -1.03538 3.76250 0.0 0.0 0.0 -0.088
C 3.18771 0.04680 3.81267 0.0 0.0 0.0 -0.081
C 2.85606 0.72108 2.64917 0.0 0.0 0.0 -0.091
C 3.48975 2.86766 0.08406 0.0 0.1 0.0 -0.273
C 2.86714 3.86137 -0.66959 0.0 0.0 0.0 -0.044
C 3.37238 5.15231 -0.66682 0.0 0.0 0.0 -0.056
C 4.50073 5.45034 0.08619 0.0 0.0 0.0 -0.085
C 5.12295 4.46274 0.83906 0.0 0.0 0.0 -0.090
C 4.61816 3.16888 0.84065 0.0 0.1 0.0 -0.091
H 5.57082 1.26473 -1.04041 0.0 0.0 0.0 0.105
H 6.61046 0.28696 -3.04986 0.0 0.0 0.0 0.100
H 5.23601 -0.99306 -4.65889 0.0 0.0 0.0 0.100
H 2.80920 -1.28739 -4.25221 0.0 0.0 0.0 0.109
H 1.77132 -0.30925 -2.23449 0.0 0.0 0.0 0.079
H 4.66607 -1.09708 0.43413 0.0 0.0 0.0 0.104
H 5.26000 -2.29571 2.50882 0.0 0.0 0.0 0.104
H 4.30784 -1.57249 4.66987 0.0 0.0 0.0 0.100
H 2.75811 0.35796 4.75766 0.0 0.0 0.0 0.101
H 2.15946 1.55236 2.67617 0.0 0.0 0.0 0.109
H 1.98112 3.61636 -1.24424 0.0 0.0 0.0 0.082
H 2.87727 5.92021 -1.24901 0.0 0.0 0.0 0.092
H 4.89500 6.45940 0.09246 0.0 0.0 0.0 0.099
H 5.99704 4.70181 1.43219 0.0 0.0 0.0 0.097
H 5.09116 2.40001 1.44103 0.0 0.0 0.0 0.103
N 0.42006 -1.04110 0.87827 -0.2 -0.4 0.4 -0.190
C 1.15664 -2.17711 1.11185 0.2 0.2 -0.2 -0.373
C 1.98571 -2.68610 0.09786 0.0 0.0 0.0 -0.045
C 2.75340 -3.81691 0.29785 0.0 0.0 0.1 -0.088
C 2.70820 -4.49139 1.51404 0.0 0.0 0.0 -0.112
C 1.87265 -4.01645 2.51450 0.0 0.0 0.0 -0.101
C 1.10629 -2.87525 2.32288 0.0 0.0 0.1 -0.043
H 1.99793 -2.17425 -0.85361 0.0 0.0 0.0 0.094
H 3.38351 -4.18197 -0.50470 0.0 0.0 0.0 0.102
H 3.30329 -5.38183 1.67268 0.0 0.0 0.0 0.092
H 1.81539 -4.53768 3.46305 0.0 0.0 0.0 0.097
H 0.45876 -2.53463 3.12127 0.0 0.0 -0.1 0.093
```
Forces are in eV/Å.